# 1
Entry from the OMol25 dataset: 2 unconnected molecules or ions with the total composition C4H11NO in a non-equilibrium geometry (the ωB97M-V functional and the def2-TZVPD basis).

The geometry in ORCA input format:
```
! wB97M-V def2-TZVPD RIJCOSX def2/J DEFGRID3
* xyz 0 1
C 1.21 -0.92 -0.02
C 1.43 0.35 -0.88
N 2.84 0.52 -1.25
H 1.94 -1.73 -0.30
H 0.23 -1.36 -0.27
H 1.35 -0.69 1.03
H 1.03 1.37 -0.38
H 0.83 0.26 -1.80
H 3.29 1.32 -0.90
H 2.90 0.55 -2.32
O -2.64 -0.18 -0.89
C -2.05 0.00 0.21
C -2.72 0.11 1.64
H -0.95 0.29 0.24
H -2.00 0.35 2.48
H -3.59 0.76 1.67
H -3.08 -1.00 1.75
*
```

Results
SMILES string = CC=O.CCN
LUMO level = 0.8557 eV
Energy above the lowest of the compared OMol25 structures with the same formula, charge and spin = 218.9 kJ/mol
Orbital gap = 10.14 eV
Total energy = -7862.2844 eV
E_HOMO = -9.28 eV

Here are the natural (NBO) charges for atoms 1 to 6, given in e:
1 C -0.6400
2 C -0.2239
3 N -0.8552
4 H 0.2267
5 H 0.2095
6 H 0.2055

---

# 2
Entry from the OMol25 dataset: 2 unconnected molecules or ions with the total composition C5H13N2 in a non-equilibrium geometry (the ωB97M-V functional and the def2-TZVPD basis).

The geometry in ORCA input format:
```
! wB97M-V def2-TZVPD RIJCOSX def2/J DEFGRID3
* xyz 1 1
C -1.58 1.09 -0.68
C -0.25 1.09 0.08
C 0.71 0.03 -0.64
C 0.10 -1.26 -0.77
C -0.07 -2.22 -1.59
N 1.10 -1.24 2.29
N 0.39 2.37 0.19
H -1.44 1.19 -1.76
H -2.04 0.11 -0.51
H -2.27 1.83 -0.31
H -0.51 0.62 1.04
H 1.58 0.14 0.01
H 0.96 0.42 -1.64
H -0.71 -3.07 -1.37
H 0.28 -2.03 -2.60
H 0.47 -1.15 3.07
H 0.70 -1.30 1.37
H 1.78 -1.98 2.38
H 1.11 2.34 0.90
H -0.32 3.01 0.54
*
```

Results
LUMO level = -7.7699 eV
Energy above the lowest of the compared OMol25 structures with the same formula, charge and spin = 564.9 kJ/mol
Orbital gap = 5.85 eV
Total energy = -8364.9554 eV
E_HOMO = -13.62 eV

Here are the natural (NBO) charges for atoms 1 to 6, given in e:
1 C -0.6199
2 C 0.0142
3 C -0.6352
4 C 0.5823
5 C -0.5136
6 N -1.0443

---

# 3
Entry from the OMol25 dataset: a molecular structure, C2H4Cl3NOSi in a non-equilibrium geometry (the ωB97M-V functional and the def2-TZVPD basis).

The geometry in ORCA input format:
```
! wB97M-V def2-TZVPD RIJCOSX def2/J DEFGRID3
* xyz 0 1
C 1.16 -1.35 0.37
C 0.21 0.51 -0.64
N 0.32 -0.90 -0.38
O 3.69 0.39 -1.82
Si 4.48 0.22 -0.55
Cl 4.98 1.71 0.66
Cl 5.29 -1.53 -0.02
Cl 2.41 -0.43 1.22
H 1.14 -2.47 0.60
H 0.78 1.31 -0.09
H -0.83 0.80 -0.52
H 0.31 0.68 -1.80
*
```

Results
LUMO level = 0.1299 eV
Energy above the lowest of the compared OMol25 structures with the same formula, charge and spin = 260.9 kJ/mol
Orbital gap = 10.88 eV
Total energy = -51123.4508 eV
E_HOMO = -10.75 eV

Here are the natural (NBO) charges for atoms 1 to 6, given in e:
1 C 0.1095
2 C -0.4801
3 N -0.3587
4 O -1.1768
5 Si 1.7857
6 Cl -0.3414

---

# 4
Entry from the OMol25 dataset: a molecular structure, C4H12N2S in a non-equilibrium geometry (the ωB97M-V functional and the def2-TZVPD basis).

The geometry in ORCA input format:
```
! wB97M-V def2-TZVPD RIJCOSX def2/J DEFGRID3
* xyz -1 2
C -1.16 -1.72 -2.32
C 0.22 -1.68 -1.63
S 0.07 -1.92 0.21
H -1.90 -1.28 -1.66
H -1.49 -2.74 -2.55
H -1.08 -1.17 -3.25
H 0.72 -0.71 -1.74
H 0.92 -2.45 -2.01
C -1.27 1.66 1.56
N -0.03 0.92 1.33
C 1.14 1.43 1.48
N 2.26 0.72 1.26
H -1.80 1.29 2.45
H -1.94 1.59 0.70
H -0.98 2.69 1.78
H -0.08 -0.29 0.80
H 1.18 2.47 1.82
H 2.18 -0.16 0.75
H 3.04 1.34 1.03
*
```

Results
LUMO level (spin up / spin down) = 4.0500 / 4.0045 eV
Energy above the lowest of the compared OMol25 structures with the same formula, charge and spin = 91.4 kJ/mol
⟨S²⟩ = 0.753
Orbital gap (spin up / spin down) = 3.24 / 7.39 eV
Total energy = -18155.9964 eV
E_HOMO (spin up / spin down) = 0.81 / -3.39 eV

Here are the natural (NBO) charges for atoms 1 to 6, given in e:
1 C -0.6224
2 C -0.5124
3 S -0.5251
4 H 0.2154
5 H 0.1904
6 H 0.1792

---

# 5
Entry from the OMol25 dataset: a molecular structure, C30H40As3CaN5O3 in a non-equilibrium geometry (the ωB97M-V functional and the def2-TZVPD basis).

The geometry in ORCA input format:
```
! wB97M-V def2-TZVPD RIJCOSX def2/J DEFGRID3
* xyz 2 1
Ca 0.01 -1.18 -1.06
N 3.27 -0.08 1.68
N 3.76 -1.39 1.72
C 3.35 -2.31 0.86
N 3.87 -3.53 0.97
N 2.48 -1.89 -0.12
N 2.04 -2.86 -0.97
O 2.02 -4.04 -0.77
O 1.51 -2.34 -2.04
H 4.05 0.56 1.56
H 2.78 0.11 2.55
H 4.42 -1.66 2.43
H 4.60 -3.72 1.64
H 3.52 -4.29 0.41
C 0.93 2.10 0.12
C -0.42 2.10 0.83
As -1.16 0.31 1.15
C -2.85 0.74 1.88
C -3.26 0.16 3.07
C -4.52 0.45 3.58
C -5.36 1.31 2.89
C -4.95 1.88 1.69
C -3.70 1.59 1.17
C -0.17 -0.27 2.69
C 0.29 -1.58 2.74
C 1.00 -2.04 3.85
C 1.25 -1.18 4.91
C 0.79 0.14 4.86
C 0.07 0.59 3.76
As 0.71 1.47 -1.73
C 2.45 1.82 -2.46
C 2.60 2.63 -3.58
C 3.86 2.82 -4.14
C 4.97 2.21 -3.58
C 4.83 1.39 -2.46
C 3.57 1.19 -1.91
C -0.40 2.87 -2.40
C -0.04 4.21 -2.24
C -0.90 5.20 -2.69
C -2.11 4.87 -3.29
C -2.47 3.54 -3.45
C -1.61 2.54 -3.00
H 1.66 1.45 0.61
H 1.35 3.10 0.08
H -0.37 2.61 1.79
H -1.17 2.62 0.24
H -2.61 -0.51 3.62
H -4.84 0.01 4.51
H -6.34 1.54 3.29
H -5.61 2.55 1.15
H -3.40 2.04 0.23
H 0.07 -2.27 1.94
H 1.32 -3.07 3.90
H 1.80 -1.53 5.78
H 0.97 0.81 5.70
H -0.32 1.60 3.76
H 1.74 3.11 -4.03
H 3.97 3.46 -5.00
H 5.95 2.37 -4.01
H 5.70 0.91 -2.03
H 3.46 0.55 -1.04
H 0.90 4.48 -1.79
H -0.62 6.24 -2.57
H -2.77 5.66 -3.64
H -3.41 3.28 -3.92
H -1.89 1.51 -3.13
O -0.43 -1.04 -3.65
H -1.05 -0.97 -4.38
H 0.40 -1.32 -4.06
C -2.51 -4.17 -2.06
As -1.52 -3.56 -0.50
C -3.02 -2.92 0.57
C -1.16 -5.21 0.42
H -3.23 -4.91 -1.73
H -1.83 -4.60 -2.78
H -3.03 -3.33 -2.51
H -3.76 -3.72 0.68
H -3.50 -2.07 0.10
H -2.67 -2.62 1.56
H -2.08 -5.79 0.44
H -0.84 -5.00 1.44
H -0.39 -5.77 -0.10
*
```

Results
LUMO level = -6.1174 eV
Energy above the lowest of the compared OMol25 structures with the same formula, charge and spin = 126.6 kJ/mol
Orbital gap = 7.24 eV
Total energy = -246292.0189 eV
E_HOMO = -13.36 eV

Here are the Mulliken charges for atoms 1 to 6, given in e:
1 Ca 1.0495
2 N -0.3538
3 N -0.3246
4 C 0.5965
5 N -0.3691
6 N 0.2173

---

# 6
Entry from the OMol25 dataset: 2 unconnected molecules or ions with the total composition C3H10N2S in a non-equilibrium geometry (the ωB97M-V functional and the def2-TZVPD basis).

The geometry in ORCA input format:
```
! wB97M-V def2-TZVPD RIJCOSX def2/J DEFGRID3
* xyz 0 1
C 1.62 1.20 0.81
C 1.55 -0.30 0.83
C -2.13 0.90 -1.34
N 0.73 -2.30 0.04
N 0.80 -0.96 -0.02
S -2.55 0.44 0.44
H 0.89 1.65 0.16
H 1.48 1.50 1.83
H 2.56 1.58 0.41
H -3.01 1.01 -1.97
H 2.33 -0.67 1.45
H -1.45 0.27 -1.79
H -1.71 1.81 -1.03
H 1.61 -2.70 0.51
H 0.33 -2.64 -0.85
H -3.05 -0.78 0.53
*
```

Results
SMILES string = C/C=N/N.CS
LUMO level = 1.0552 eV
Energy above the lowest of the compared OMol25 structures with the same formula, charge and spin = 214.1 kJ/mol
Orbital gap = 9.47 eV
Total energy = -17086.3850 eV
E_HOMO = -8.42 eV

Here are the natural (NBO) charges for atoms 1 to 6, given in e:
1 C -0.6431
2 C -0.0028
3 C -0.6572
4 N -0.6420
5 N -0.2322
6 S -0.1028

---

# 7
Entry from the OMol25 dataset: 2 unconnected molecules or ions with the total composition C3H4N5 in a non-equilibrium geometry (the ωB97M-V functional and the def2-TZVPD basis).

The geometry in ORCA input format:
```
! wB97M-V def2-TZVPD RIJCOSX def2/J DEFGRID3
* xyz -1 3
C 0.54 1.97 0.21
C 0.25 0.75 -0.33
C 1.10 -0.49 0.35
N -2.09 -2.10 -0.19
N 0.93 2.96 0.69
N -1.90 -0.05 0.86
N -2.01 -1.06 0.33
N -0.21 0.79 -1.56
H 1.94 -0.21 0.99
H 1.38 -1.15 -0.51
H 0.46 -1.17 0.95
H -0.40 -0.23 -1.80
*
```

Results
LUMO level (spin up / spin down) = 4.4014 / 1.1119 eV
Energy above the lowest of the compared OMol25 structures with the same formula, charge and spin = 0.0 kJ/mol
⟨S²⟩ = 2.025
Orbital gap (spin up / spin down) = 5.66 / 5.70 eV
Total energy = -10621.8812 eV
E_HOMO (spin up / spin down) = -1.26 / -4.59 eV

Here are the natural (NBO) charges for atoms 1 to 6, given in e:
1 C 0.2422
2 C -0.0698
3 C -0.6442
4 N -0.2053
5 N -0.5101
6 N -0.0943

---

# 8
Entry from the OMol25 dataset: 2 unconnected molecules or ions with the total composition C4H9NO in a non-equilibrium geometry (the ωB97M-V functional and the def2-TZVPD basis).

The geometry in ORCA input format:
```
! wB97M-V def2-TZVPD RIJCOSX def2/J DEFGRID3
* xyz -1 2
C 1.69 -0.68 0.51
C 1.33 0.76 0.64
C 2.26 1.74 0.53
H 2.41 -0.98 1.30
H 0.73 -1.25 0.70
H 2.06 -0.91 -0.50
H 0.32 1.02 1.05
H 1.79 2.78 0.39
H 3.24 1.71 0.15
C -2.52 -1.34 -0.75
N -2.83 0.00 -0.90
O -2.03 -2.14 -1.50
H -2.88 -1.65 0.35
H -2.65 0.30 -1.85
H -2.91 0.64 -0.13
*
```

Results
LUMO level (spin up / spin down) = 3.6437 / 3.5397 eV
Energy above the lowest of the compared OMol25 structures with the same formula, charge and spin = 141.5 kJ/mol
⟨S²⟩ = 0.753
Orbital gap (spin up / spin down) = 2.08 / 7.01 eV
Total energy = -7828.4787 eV
E_HOMO (spin up / spin down) = 1.56 / -3.47 eV

Here are the natural (NBO) charges for atoms 1 to 6, given in e:
1 C -0.6514
2 C -0.4074
3 C -0.7689
4 H 0.1402
5 H 0.1791
6 H 0.1799

---

# 9
Entry from the OMol25 dataset: a molecular structure, C11H11NO in a non-equilibrium geometry (the ωB97M-V functional and the def2-TZVPD basis).

The geometry in ORCA input format:
```
! wB97M-V def2-TZVPD RIJCOSX def2/J DEFGRID3
* xyz 0 1
C -2.67 -1.59 0.16
C -1.58 -1.34 -1.05
C -0.51 -0.17 -0.96
C 0.01 0.39 -2.14
C 0.67 1.46 -2.13
C 1.00 2.02 -0.82
C 1.06 1.13 0.22
C 2.15 0.59 2.34
C 1.35 -0.51 2.36
C 0.33 -0.70 1.43
C 0.19 0.12 0.20
H -2.18 -1.36 1.10
H -2.99 -2.86 0.50
H -3.85 -1.14 -0.21
H -1.11 -2.62 -1.20
H -1.98 -1.21 -2.13
H 0.07 -0.21 -3.30
H 1.00 1.82 -3.18
H 1.66 3.22 0.35
H 2.84 0.88 3.23
H 1.09 -0.97 3.26
H -0.10 -1.56 1.40
N 1.86 1.40 1.28
O 1.70 3.19 -0.69
*
```

Results
LUMO level = -0.5739 eV
Energy above the lowest of the compared OMol25 structures with the same formula, charge and spin = 678.9 kJ/mol
Orbital gap = 7.11 eV
Total energy = -15115.9325 eV
E_HOMO = -7.68 eV

Here are the natural (NBO) charges for atoms 1 to 6, given in e:
1 C -0.6243
2 C -0.4323
3 C -0.0699
4 C -0.1435
5 C -0.2999
6 C 0.3651

---

# 10
Entry from the OMol25 dataset: a molecular structure, C19H26N2O3 in a non-equilibrium geometry (the ωB97M-V functional and the def2-TZVPD basis).

The geometry in ORCA input format:
```
! wB97M-V def2-TZVPD RIJCOSX def2/J DEFGRID3
* xyz 0 1
C 4.71 2.23 -1.14
C 4.49 0.73 -1.49
C 3.48 -0.06 -0.57
C 3.47 -1.45 -0.89
C 2.72 -1.71 -2.34
C 1.41 -2.18 -2.01
C 0.51 -0.98 -1.60
C 0.14 -0.94 -0.32
N -0.72 0.16 -0.06
C -0.38 1.51 0.26
O 0.85 1.74 0.29
C -1.52 2.15 0.36
C -2.73 1.62 0.25
C -4.08 1.69 0.52
O -4.97 0.93 0.16
C -4.28 3.25 0.88
H -3.96 3.64 1.79
H -5.41 3.41 0.90
H -4.08 3.75 0.04
C -2.09 0.01 0.24
C -2.55 -0.84 1.22
N -1.61 -0.82 2.50
C -2.07 -1.56 3.52
C -3.09 -2.30 3.66
C -4.11 -2.57 2.20
C -3.78 -1.65 1.29
H -4.32 -1.47 0.35
H -4.95 -3.15 2.41
H -3.33 -2.78 4.48
H -1.44 -1.30 4.37
H -2.61 -0.49 -0.81
O -1.48 3.57 0.57
H -0.53 3.73 0.73
H 1.13 -0.53 0.23
H -0.21 -1.73 0.25
H -0.62 -1.54 -2.06
H 0.65 -0.23 -2.30
H 1.13 -2.70 -2.72
H 1.28 -3.08 -1.23
H 3.47 -2.83 -2.57
H 2.85 -0.93 -2.73
H 4.77 -1.92 -0.74
H 3.14 -1.92 -0.05
H 2.72 0.65 -0.75
H 4.03 0.10 0.31
H 4.19 0.65 -2.55
H 5.56 0.38 -1.37
H 5.29 2.86 -1.86
H 3.68 2.56 -1.40
H 5.22 2.31 -0.22
*
```

Results
LUMO level = -1.3714 eV
Energy above the lowest of the compared OMol25 structures with the same formula, charge and spin = 1787.7 kJ/mol
Orbital gap = 7.37 eV
Total energy = -29231.0816 eV
E_HOMO = -8.74 eV

Here are the natural (NBO) charges for atoms 1 to 6, given in e:
1 C -0.6284
2 C -0.3651
3 C -0.4893
4 C -0.3312
5 C -0.3106
6 C -0.3878

---

# 11
Entry from the OMol25 dataset: a single C15H20Cl2N2O4S molecule in a non-equilibrium geometry (the ωB97M-V functional and the def2-TZVPD basis).

The geometry in ORCA input format:
```
! wB97M-V def2-TZVPD RIJCOSX def2/J DEFGRID3
* xyz 0 1
C -5.39 -0.89 -0.29
H -5.68 -0.68 -1.31
H -6.27 -1.21 0.27
C -4.79 0.35 0.36
C -5.77 1.52 0.38
H -6.64 1.26 0.96
H -5.30 2.40 0.82
H -6.07 1.76 -0.64
H -4.45 0.11 1.38
O -3.64 0.78 -0.40
C -2.47 0.21 -0.12
O -2.31 -0.62 0.73
C -1.41 0.77 -1.07
N -0.01 0.50 -0.85
C 0.49 -0.83 -1.13
C 0.50 -1.76 0.10
N 1.15 -1.12 1.22
S 2.71 -1.46 1.58
O 2.99 -0.86 2.86
O 2.92 -2.86 1.41
C 3.76 -0.56 0.40
C 4.20 0.69 0.80
C 4.99 1.45 -0.05
C 5.35 0.96 -1.30
C 4.92 -0.29 -1.69
C 4.12 -1.05 -0.85
Cl 3.60 -2.60 -1.36
H 5.20 -0.69 -2.65
H 5.97 1.56 -1.95
Cl 5.53 3.01 0.46
H 3.93 1.03 1.79
C 0.61 0.18 1.55
C 0.62 1.09 0.31
H 0.13 2.04 0.54
H 1.66 1.30 0.03
H 1.22 0.59 2.35
H -0.41 0.03 1.90
H 1.03 -2.69 -0.11
H -0.53 -2.00 0.40
H -0.11 -1.28 -1.92
H 1.51 -0.72 -1.50
H -1.54 1.86 -1.08
H -1.67 0.41 -2.07
H -4.66 -1.70 -0.28
*
```

Results
SMILES string = CC(C)OC(=O)CN1CCN(S(=O)(=O)c2cc(Cl)ccc2Cl)CC1
LUMO level = 0.4114 eV
Energy above the lowest of the compared OMol25 structures with the same formula, charge and spin = 65.8 kJ/mol
Orbital gap = 8.76 eV
Total energy = -62929.7388 eV
E_HOMO = -8.35 eV

Here are the natural (NBO) charges for atoms 1 to 6, given in e:
1 C -0.6305
2 H 0.2093
3 H 0.2176
4 C 0.0881
5 C -0.6186
6 H 0.2167

---

# 12
Entry from the OMol25 dataset: 2 unconnected molecules or ions with the total composition C4H12N2 in a non-equilibrium geometry (the ωB97M-V functional and the def2-TZVPD basis).

The geometry in ORCA input format:
```
! wB97M-V def2-TZVPD RIJCOSX def2/J DEFGRID3
* xyz 1 2
C -2.23 -0.13 -0.34
C -1.95 -0.17 1.15
N -0.80 0.90 1.46
H -1.28 -0.30 -0.88
H -2.94 -0.93 -0.73
H -2.58 0.83 -0.61
H -2.82 0.14 1.71
H -1.63 -1.17 1.47
H 0.26 0.70 1.08
H -0.73 0.90 2.49
C 1.52 0.45 -1.54
C 2.71 -0.81 0.11
N 1.80 0.08 -0.10
H 0.94 1.40 -1.42
H 0.97 -0.22 -2.15
H 2.45 0.74 -2.06
H 3.20 -1.30 -0.76
H 3.10 -1.09 1.13
*
```

Results
LUMO level (spin up / spin down) = -2.9868 / -8.3043 eV
Energy above the lowest of the compared OMol25 structures with the same formula, charge and spin = 198.7 kJ/mol
⟨S²⟩ = 0.755
Orbital gap (spin up / spin down) = 11.40 / 5.92 eV
Total energy = -7312.3845 eV
E_HOMO (spin up / spin down) = -14.38 / -14.23 eV

Here are the natural (NBO) charges for atoms 1 to 6, given in e:
1 C -0.6386
2 C -0.2534
3 N -0.2831
4 H 0.2194
5 H 0.2623
6 H 0.2331

---

Number 1: molecular weight 89.14 g/mol. Number 2: molecular weight 101.17 g/mol. Number 3: molecular weight 192.51 g/mol. Number 4: molecular weight 120.22 g/mol. Number 5: molecular weight 783.53 g/mol. Number 6: molecular weight 106.19 g/mol. Number 7: molecular weight 110.10 g/mol. Number 8: molecular weight 87.12 g/mol. Number 9: molecular weight 173.21 g/mol. Number 10: molecular weight 330.43 g/mol. Number 11: molecular weight 395.31 g/mol. Number 12: molecular weight 88.15 g/mol.